Record 1
DFT (ωB97M-V/def2-TZVPD) results for a structure of composition C55H50CaN2O10P2S.

Electronic energy in hartree: -4746.5119
Kohn-Sham gap in eV: 7.811
Charge: 0
Multiplicity: 1
Energy above the lowest of the compared OMol25 structures with the same formula, charge and spin in kcal/mol: 0.0

Last column: Löwdin charge in e.
CARTESIAN COORDINATES (ANGSTROEM)
Ca (-2.601, 1.830, 1.790)  1.4690
O (-5.347, -0.805, 3.586)  0.1639
C (-4.876, -0.302, 2.460)  -0.4794
O (-4.698, 0.893, 2.299)  -0.0210
C (-4.678, -1.364, 1.380)  -0.0996
O (-3.434, -1.303, 0.736)  -0.1146
C (-2.315, -1.793, 1.511)  -0.0832
C (-1.778, -0.547, 2.196)  -0.7116
O (-2.280, -0.202, 3.294)  -0.0503
O (-1.063, 0.222, 1.488)  -0.1601
H (-5.440, -0.083, 4.228)  0.1493
H (-5.430, -1.159, 0.615)  0.1506
H (-4.864, -2.348, 1.816)  0.1392
H (-1.593, -2.199, 0.807)  0.1124
H (-2.643, -2.545, 2.229)  0.1248
O (-2.760, 1.835, -0.561)  -0.1760
C (-2.799, 3.076, -1.269)  -0.1471
C (-3.467, 4.121, -0.414)  -0.2510
C (-3.761, 5.360, -0.960)  -0.0090
C (-4.386, 6.306, -0.174)  -0.0377
C (-4.722, 5.973, 1.131)  -0.0459
C (-4.369, 4.728, 1.601)  -0.1376
N (-3.738, 3.810, 0.856)  0.0152
H (-2.395, 1.146, -1.135)  0.0565
H (-3.365, 2.950, -2.195)  0.1215
H (-1.786, 3.402, -1.530)  0.1367
H (-3.457, 5.593, -1.971)  0.1267
H (-4.576, 7.298, -0.555)  0.1193
H (-5.202, 6.687, 1.785)  0.1149
H (-4.584, 4.444, 2.626)  0.1128
C (4.014, -5.454, -3.954)  -0.0446
C (2.999, -4.932, -2.943)  -0.4218
C (2.166, -6.115, -2.408)  -0.0017
C (2.045, -3.922, -3.563)  -0.0925
C (1.742, -3.845, -4.919)  -0.0137
C (0.810, -2.933, -5.389)  -0.0662
C (0.183, -2.055, -4.515)  -0.0621
C (0.475, -2.087, -3.157)  -0.2799
P (-0.226, -0.977, -1.874)  1.1511
C (1.130, 0.252, -1.710)  -0.3866
C (2.406, 0.072, -2.230)  -0.0818
C (3.401, 1.018, -2.011)  -0.0737
C (3.125, 2.169, -1.292)  -0.0844
C (1.847, 2.369, -0.785)  -0.0745
C (0.864, 1.412, -0.977)  -0.1115
C (-1.412, -0.016, -2.901)  -0.4098
C (-2.744, -0.436, -2.886)  -0.1154
C (-3.704, 0.219, -3.649)  -0.0763
C (-3.344, 1.309, -4.428)  -0.0905
C (-2.023, 1.744, -4.441)  -0.0770
C (-1.064, 1.087, -3.686)  -0.0852
C (1.382, -3.047, -2.716)  -0.2324
O (1.624, -3.074, -1.360)  -0.0323
C (2.906, -3.401, -0.972)  -0.2352
C (3.341, -2.859, 0.234)  -0.2697
C (4.643, -3.148, 0.628)  -0.0595
C (5.456, -3.955, -0.156)  -0.0664
C (4.969, -4.515, -1.328)  -0.0152
C (3.670, -4.258, -1.752)  -0.0938
P (2.172, -1.760, 1.132)  1.1571
C (3.229, -1.154, 2.499)  -0.3920
C (3.688, 0.157, 2.388)  -0.0954
C (4.506, 0.708, 3.365)  -0.0815
C (4.863, -0.047, 4.473)  -0.0878
C (4.404, -1.353, 4.598)  -0.0811
C (3.594, -1.903, 3.617)  -0.1009
C (1.138, -2.995, 2.016)  -0.3577
C (0.361, -2.533, 3.081)  -0.1271
C (-0.516, -3.376, 3.745)  -0.0932
C (-0.642, -4.701, 3.348)  -0.0917
C (0.121, -5.171, 2.289)  -0.0775
C (1.005, -4.326, 1.630)  -0.0726
H (3.510, -5.957, -4.779)  0.0800
H (4.668, -6.194, -3.494)  0.0807
H (4.629, -4.648, -4.359)  0.1035
H (1.642, -6.608, -3.229)  0.0933
H (1.422, -5.772, -1.687)  0.0875
H (2.815, -6.841, -1.916)  0.0939
H (2.234, -4.504, -5.621)  0.1068
H (0.580, -2.896, -6.446)  0.1045
H (-0.525, -1.331, -4.897)  0.1012
H (2.640, -0.807, -2.816)  0.1044
H (4.391, 0.855, -2.418)  0.1052
H (3.895, 2.913, -1.133)  0.1060
H (1.625, 3.273, -0.231)  0.0883
H (-0.125, 1.574, -0.556)  0.0757
H (-3.028, -1.273, -2.257)  0.1023
H (-4.733, -0.118, -3.629)  0.1061
H (-4.090, 1.824, -5.019)  0.1070
H (-1.740, 2.599, -5.042)  0.1117
H (-0.037, 1.431, -3.701)  0.1143
H (5.030, -2.728, 1.547)  0.0994
H (6.471, -4.161, 0.156)  0.1042
H (5.611, -5.162, -1.909)  0.1061
H (3.395, 0.749, 1.527)  0.0876
H (4.856, 1.727, 3.266)  0.1034
H (5.495, 0.381, 5.240)  0.1016
H (4.680, -1.944, 5.463)  0.1027
H (3.240, -2.922, 3.720)  0.1114
H (0.447, -1.499, 3.397)  0.1098
H (-1.108, -2.991, 4.566)  0.1108
H (-1.326, -5.363, 3.863)  0.1010
H (0.036, -6.204, 1.976)  0.1026
H (1.602, -4.719, 0.818)  0.0938
N (-1.374, 2.798, 3.793)  0.0217
C (-1.114, 4.008, 3.084)  -0.3592
C (-1.675, 5.215, 3.479)  -0.0412
C (-1.623, 6.309, 2.624)  -0.0450
C (-1.020, 6.207, 1.378)  -0.2483
C (-0.403, 5.021, 1.018)  -0.0522
C (-0.442, 3.923, 1.866)  -0.0716
S (-1.061, 7.575, 0.210)  0.4074
O (0.170, 8.296, 0.446)  -0.3332
O (-1.137, 6.900, -1.082)  -0.3612
O (-2.276, 8.293, 0.574)  -0.3574
H (-1.695, 2.937, 4.741)  0.1018
H (-0.589, 2.155, 3.800)  0.1012
H (-2.188, 5.287, 4.432)  0.1138
H (-2.090, 7.246, 2.897)  0.1211
H (0.076, 4.964, 0.048)  0.1091
H (0.044, 2.989, 1.582)  0.1013



Record 2
DFT (ωB97M-V/def2-TZVPD) results for a structure of composition C55H52F4N8O5RbSSiTe.

Electronic energy in hartree: -4320.5982
Kohn-Sham gap (alpha / beta) in eV: 3.805 / 4.579
Charge: -1
Multiplicity: 1
Energy above the lowest of the compared OMol25 structures with the same formula, charge and spin in kcal/mol: 0.0

Last column: Löwdin charge in e.
CARTESIAN COORDINATES (ANGSTROEM)
Rb (1.319, -0.587, -2.005)  0.4721
C (6.325, 2.635, 2.997)  -0.0442
C (5.051, 3.229, 2.380)  -0.5531
C (5.409, 4.132, 1.189)  -0.0378
C (4.356, 4.082, 3.444)  -0.0663
C (4.167, 2.104, 1.869)  -0.1552
C (4.654, 1.209, 0.927)  -0.0251
C (3.833, 0.201, 0.457)  -0.1604
N (2.572, 0.042, 0.844)  0.0849
C (2.082, 0.896, 1.751)  -0.2137
C (2.859, 1.918, 2.287)  0.0432
C (0.671, 0.710, 2.194)  -0.1787
C (0.032, 1.645, 3.004)  0.0464
C (-1.266, 1.434, 3.456)  -0.1500
C (-1.891, 0.263, 3.052)  0.0033
C (-1.204, -0.612, 2.229)  -0.0993
N (0.038, -0.405, 1.811)  0.1048
C (-1.920, 2.413, 4.425)  -0.5512
C (-3.417, 2.138, 4.591)  -0.0609
C (-1.227, 2.249, 5.787)  -0.0376
C (-1.758, 3.859, 3.939)  -0.0397
H (6.966, 3.434, 3.377)  0.0834
H (6.898, 2.063, 2.267)  0.0770
H (6.074, 1.971, 3.826)  0.0910
H (5.981, 4.998, 1.530)  0.0837
H (4.503, 4.484, 0.693)  0.0860
H (6.006, 3.599, 0.449)  0.0794
H (5.041, 4.858, 3.789)  0.0828
H (4.069, 3.480, 4.309)  0.0860
H (3.470, 4.574, 3.040)  0.0883
H (5.663, 1.286, 0.548)  0.1158
H (4.213, -0.530, -0.249)  0.1025
H (2.435, 2.576, 3.029)  0.0914
H (0.559, 2.541, 3.296)  0.1040
H (-2.893, 0.013, 3.360)  0.0965
H (-1.668, -1.538, 1.903)  0.1180
H (-3.601, 1.158, 5.033)  0.0818
H (-3.930, 2.195, 3.628)  0.0890
H (-3.851, 2.889, 5.253)  0.0846
H (-1.343, 1.228, 6.155)  0.0913
H (-1.660, 2.933, 6.519)  0.0854
H (-0.159, 2.461, 5.708)  0.0835
H (-2.194, 3.978, 2.948)  0.0779
H (-0.712, 4.163, 3.896)  0.0789
H (-2.272, 4.532, 4.628)  0.0855
O (1.678, -2.079, -4.826)  -0.1163
H (2.479, -2.410, -4.402)  -0.0223
H (0.957, -2.574, -4.406)  -0.0068
O (-0.678, -2.833, -3.241)  -0.1130
H (-1.269, -3.333, -3.812)  0.0601
H (-0.625, -3.367, -2.415)  -0.0024
O (-0.421, -4.329, -0.978)  -0.0613
H (0.167, -3.812, -0.388)  0.0143
H (0.051, -5.144, -1.186)  0.0289
O (1.197, -2.627, 0.485)  -0.1144
H (2.092, -2.616, 0.832)  0.0313
H (0.792, -1.822, 0.902)  0.0050
O (1.251, 2.484, -0.584)  -0.3384
N (2.268, 3.048, -1.005)  -0.6531
Te (3.364, 2.426, -2.502)  0.5094
S (0.250, 1.145, -7.199)  1.0337
C (1.149, 0.761, -5.753)  -0.4523
N (0.706, 1.264, -4.664)  0.0092
C (-0.427, 2.021, -4.881)  -0.3342
C (-1.155, 2.695, -3.903)  0.0008
C (-2.287, 3.389, -4.279)  -0.0661
C (-2.698, 3.434, -5.614)  -0.0852
C (-1.980, 2.784, -6.602)  -0.1020
C (-0.845, 2.078, -6.224)  -0.4904
H (2.011, 0.113, -5.810)  0.0707
H (-0.822, 2.666, -2.872)  0.1075
H (-2.865, 3.906, -3.523)  0.0921
H (-3.589, 3.987, -5.886)  0.0992
H (-2.285, 2.822, -7.640)  0.1040
C (-3.048, 4.410, -0.371)  -0.0873
C (-1.897, 3.704, -0.054)  -0.0790
C (-1.810, 2.351, -0.346)  -0.1172
C (-2.847, 1.691, -1.004)  -0.2996
C (-3.991, 2.420, -1.339)  -0.1147
C (-4.101, 3.762, -1.006)  -0.1010
Si (-2.742, -0.156, -1.415)  0.9156
C (-3.845, -1.069, -0.175)  -0.3053
C (-4.603, -0.376, 0.771)  -0.1085
C (-5.404, -1.052, 1.681)  -0.0942
C (-5.457, -2.438, 1.666)  -0.0914
C (-4.713, -3.144, 0.729)  -0.0829
C (-3.914, -2.465, -0.178)  -0.1006
C (-3.516, -0.398, -3.127)  -0.2778
C (-2.747, -0.385, -4.292)  -0.1017
C (-3.337, -0.505, -5.540)  -0.0751
C (-4.715, -0.637, -5.645)  -0.0875
C (-5.494, -0.669, -4.497)  -0.0904
C (-4.898, -0.562, -3.248)  -0.1063
H (-3.126, 5.464, -0.131)  0.1002
H (-1.057, 4.199, 0.417)  0.1086
H (-0.906, 1.813, -0.086)  0.0697
H (-4.808, 1.933, -1.861)  0.1014
H (-5.006, 4.305, -1.250)  0.1006
H (-4.568, 0.707, 0.789)  0.0940
H (-5.989, -0.493, 2.403)  0.0998
H (-6.075, -2.966, 2.382)  0.0986
H (-4.756, -4.225, 0.708)  0.1035
H (-3.327, -3.027, -0.897)  0.1017
H (-1.670, -0.301, -4.214)  0.0882
H (-2.722, -0.496, -6.431)  0.1022
H (-5.180, -0.725, -6.619)  0.0986
H (-6.569, -0.781, -4.576)  0.0980
H (-5.515, -0.611, -2.357)  0.0996
F (4.574, -3.310, 0.084)  0.1047
C (4.018, -4.437, 0.546)  -0.1660
C (4.229, -4.750, 1.857)  -0.1530
F (4.973, -3.914, 2.576)  0.1207
C (3.676, -5.897, 2.471)  -0.0471
C (2.901, -6.693, 1.591)  -0.1484
C (2.675, -6.362, 0.288)  -0.1497
F (1.877, -7.164, -0.423)  0.1098
C (3.205, -5.201, -0.321)  -0.0519
C (2.913, -4.812, -1.656)  -0.1696
C (3.347, -3.604, -2.233)  -0.2003
N (3.681, -2.644, -2.785)  0.1567
C (2.087, -5.575, -2.513)  -0.2360
N (1.386, -6.135, -3.240)  0.1725
F (2.341, -7.810, 2.048)  0.1195
C (3.851, -6.207, 3.840)  -0.1561
C (4.628, -5.422, 4.724)  -0.2118
N (5.242, -4.836, 5.504)  0.1630
C (3.236, -7.310, 4.479)  -0.2118
N (2.767, -8.177, 5.079)  0.1619